[1]
Entry from OMol25: a molecular structure, C45H58GeI2IrN4O3SSeSi (ωB97M-V/def2-TZVPD).

```
! wB97M-V def2-TZVPD RIJCOSX def2/J DEFGRID3
* xyz 2 2
Ir -0.800 0.262 0.605
I -4.601 6.348 -1.955
C -3.983 4.433 -1.451
C -4.217 3.380 -2.337
C -3.791 2.120 -1.999
I -4.329 0.516 -3.200
C -3.030 1.855 -0.790
O -2.570 0.670 -0.572
C -2.863 2.968 0.111
C -2.125 2.866 1.414
N -2.097 1.497 1.927
C -1.588 1.365 3.286
C -1.326 -0.083 3.549
C -1.471 -0.646 4.800
C -1.153 -1.984 4.978
C -0.688 -2.715 3.895
C -0.560 -2.080 2.678
N -0.888 -0.794 2.508
C -3.352 4.205 -0.227
H -4.739 3.544 -3.269
H -2.600 3.548 2.126
H -1.090 3.186 1.280
H -3.026 1.093 1.873
H -2.274 1.769 4.031
H -0.649 1.917 3.356
H -1.820 -0.048 5.631
H -1.257 -2.447 5.951
H -0.416 -3.757 3.992
H -0.173 -2.597 1.808
H -3.239 5.030 0.469
C -0.153 -4.174 -4.415
C -1.579 -4.200 -3.865
C -2.168 -2.800 -3.677
N -1.395 -2.011 -2.698
C -1.222 -2.211 -1.430
S 0.186 -1.513 -0.662
N -1.977 -3.061 -0.680
C -3.379 -3.297 -0.723
O -4.100 -2.641 -1.430
C -3.842 -4.357 0.204
C -3.009 -5.386 0.646
C -3.520 -6.386 1.456
C -4.856 -6.360 1.834
C -5.688 -5.334 1.398
C -5.185 -4.340 0.577
H 0.205 -5.187 -4.604
H 0.541 -3.701 -3.713
H -0.113 -3.625 -5.361
H -1.599 -4.730 -2.908
H -2.235 -4.744 -4.547
H -3.204 -2.851 -3.370
H -2.120 -2.244 -4.614
H -0.766 -1.318 -3.091
H -1.528 -3.333 0.177
H -1.973 -5.436 0.326
H -2.882 -7.198 1.783
H -5.253 -7.148 2.462
H -6.732 -5.317 1.686
H -5.817 -3.540 0.212
C 5.618 -0.709 5.764
Ge 4.133 -1.025 4.541
C 2.628 -1.923 5.410
C 4.690 -1.951 2.913
C 3.533 0.787 4.001
Se 2.115 0.831 2.667
C 2.141 2.756 2.390
H 6.058 -1.653 6.088
H 5.279 -0.167 6.648
H 6.392 -0.122 5.269
H 2.975 -2.827 5.914
H 1.874 -2.202 4.674
H 2.171 -1.268 6.155
H 5.079 -2.945 3.143
H 5.480 -1.379 2.422
H 3.849 -2.055 2.224
H 4.381 1.321 3.569
H 3.188 1.338 4.874
H 3.119 3.047 2.011
H 1.940 3.265 3.330
H 1.380 2.993 1.649
C 1.077 5.007 -0.870
C 0.701 4.212 -2.110
C 1.523 4.515 -3.343
C -0.793 4.264 -2.378
Si 1.116 2.218 -1.619
O 0.173 1.901 -0.377
C 0.764 1.282 -3.206
C -0.534 1.103 -3.696
C -0.764 0.318 -4.822
C 0.296 -0.321 -5.457
C 1.588 -0.165 -4.971
C 1.821 0.644 -3.866
C 2.950 2.054 -1.241
C 3.330 0.746 -0.924
C 4.662 0.425 -0.707
C 5.635 1.411 -0.764
C 5.274 2.720 -1.059
C 3.945 3.033 -1.306
H 0.929 6.069 -1.098
H 2.114 4.877 -0.563
H 0.431 4.749 -0.027
H 1.354 5.568 -3.605
H 1.217 3.904 -4.194
H 2.595 4.381 -3.196
H -1.088 5.320 -2.400
H -1.372 3.777 -1.591
H -1.053 3.823 -3.340
H -1.374 1.585 -3.205
H -1.771 0.217 -5.209
H 0.118 -0.926 -6.340
H 2.421 -0.659 -5.459
H 2.839 0.778 -3.519
H 2.584 -0.039 -0.881
H 4.937 -0.602 -0.500
H 6.676 1.163 -0.585
H 6.026 3.499 -1.107
H 3.709 4.060 -1.555
*
```

LUMO level (alpha / beta): -8.53 / -8.52 eV
<S²>: 0.78
HOMO level (alpha / beta): -12.424 / -12.403 eV

Löwdin atomic charge list, values in e, 99 entries: Ir 1.1917; I 1.0190; C -0.7117; C -0.2090; C -0.6037; I 1.1257; C -0.3913; O -0.1827; C -0.1383; C -0.1348; N -0.1387; C -0.1314; C -0.2771; C 0.0262; C -0.0039; C -0.0302; C -0.1277; N -0.0591; C -0.1170; H 0.0962; H 0.1474; H 0.1140; H 0.1502; H 0.1464; H 0.1154; H 0.1348; H 0.1324; H 0.1280; H 0.0682; H 0.1200; C -0.0853; C -0.2134; C -0.1569; N 0.0972; C -0.6749; S 0.6814; N 0.1270; C -0.3696; O 0.0790; C -0.1515; C -0.0348; C -0.0605; C -0.0496; C -0.0463; C -0.0054; H 0.0815; H 0.0702; H 0.0752; H 0.1034; H 0.1226; H 0.0924; H 0.1183; H 0.0967; H 0.0920; H 0.1134; H 0.1143; H 0.1175; H 0.1172; H 0.1246; C -0.2101; Ge 0.7459; C -0.2114; C -0.2166; C -0.5973; Se 0.8400; C -0.3879; H 0.0262; H 0.0262; H 0.0268; H 0.0283; H -0.0139; H 0.0264; H 0.0251; H 0.0229; H 0.0057; H 0.0256; H 0.0215; H 0.0328; H 0.0316; H -0.0194; C -0.0732; C -0.5235; C -0.0648; C -0.0833; Si 0.5360; O -0.3964; C -0.2235; C -0.1166; C -0.1222; C -0.0788; C -0.0544; C -0.0677; C -0.2309; C -0.1402; C -0.0730; C -0.0657; C -0.0630; C -0.0896; H 0.0990

[2]
Entry from OMol25: a molecular structure, C45H58N11O (ωB97M-V/def2-TZVPD).

```
! wB97M-V def2-TZVPD RIJCOSX def2/J DEFGRID3
* xyz -1 1
C -0.144 -0.152 0.019
O 1.226 0.186 -0.373
H -0.554 -0.514 -0.931
H -0.609 0.742 0.433
H -0.215 -0.975 0.604
N 0.567 -0.383 4.257
C -0.035 0.282 5.203
C -1.199 -0.427 5.388
C -1.338 -1.566 4.451
C -0.267 -1.391 3.691
H 1.500 -0.045 3.955
H 0.380 1.241 5.744
H -1.768 -0.165 6.088
H -2.077 -2.199 4.402
H 0.143 -1.824 2.726
N 1.419 2.648 -1.094
C 2.510 3.348 -0.597
C 2.505 4.543 -1.312
C 1.355 4.559 -2.168
C 0.685 3.398 -1.971
H 1.248 1.707 -0.756
H 3.285 2.781 0.127
H 3.266 5.278 -1.339
H 0.944 5.402 -2.872
H -0.231 3.037 -2.479
N -4.247 1.140 1.341
C -3.479 0.742 2.463
C -4.335 0.147 3.362
C -5.802 0.064 2.700
C -5.547 0.695 1.493
H -4.115 1.827 0.512
H -2.404 0.751 2.580
H -3.977 -0.254 4.305
H -6.562 -0.416 3.200
H -6.294 0.958 0.629
N -4.174 -3.859 -1.634
C -4.762 -4.618 -2.576
C -4.072 -4.524 -3.646
C -2.758 -3.748 -3.398
C -2.858 -3.463 -2.014
H -4.399 -3.691 -0.586
H -5.677 -5.149 -2.268
H -4.260 -4.921 -4.473
H -1.644 -3.616 -4.148
H -2.052 -3.002 -1.309
N -0.026 4.371 1.104
C -0.603 5.548 1.387
C -1.369 5.375 2.508
C -1.225 3.963 2.940
C -0.402 3.368 1.950
H 0.577 4.127 0.267
H -0.512 6.387 0.708
H -1.918 6.229 3.093
H -1.597 3.650 3.837
H -0.012 2.224 1.872
N 2.528 0.023 1.982
C 3.129 -1.007 2.474
C 3.905 -0.628 3.615
C 3.765 0.943 3.627
C 3.006 1.241 2.519
H 1.950 0.061 1.114
H 2.663 -1.907 2.199
H 4.171 -1.298 4.304
H 4.217 1.536 4.507
H 2.514 2.113 2.164
N -0.280 1.258 -4.406
C -0.337 2.291 -5.313
C -1.645 2.631 -5.589
C -2.480 1.757 -4.454
C -1.513 0.981 -3.963
H 0.522 0.769 -4.034
H 0.630 2.754 -5.740
H -2.134 3.280 -6.107
H -3.505 1.854 -4.280
H -1.761 0.283 -3.154
N 1.796 -0.211 -2.861
C 1.635 -1.355 -3.618
C 2.288 -1.193 -4.798
C 2.690 0.272 -4.776
C 2.422 0.775 -3.541
H 1.484 -0.289 -1.923
H 1.151 -2.309 -3.217
H 2.244 -1.882 -5.595
H 3.059 0.919 -5.514
H 2.521 1.747 -3.128
N -4.137 -2.008 1.718
C -2.925 -2.402 1.507
C -2.950 -3.796 1.570
C -4.374 -4.199 1.747
C -5.117 -3.000 1.935
H -4.312 -0.896 1.618
H -2.095 -1.665 1.195
H -2.065 -4.447 1.503
H -4.803 -5.108 1.785
H -6.045 -2.795 2.119
N 5.166 0.708 0.568
C 6.306 1.192 0.987
C 7.083 1.568 -0.188
C 6.219 1.152 -1.374
C 5.071 0.697 -0.799
H 4.381 0.542 1.137
H 6.558 1.389 1.985
H 7.914 2.316 -0.292
H 6.418 1.338 -2.245
H 3.992 0.564 -1.218
N 1.517 -2.554 -0.328
C 0.609 -3.489 0.026
C 1.097 -4.732 -0.254
C 2.501 -4.457 -0.956
C 2.674 -3.089 -0.963
H 1.381 -1.494 -0.384
H -0.279 -3.353 0.530
H 0.641 -5.594 -0.253
H 3.288 -5.117 -1.142
H 3.561 -2.493 -1.420
*
```

energy above the lowest of the compared OMol25 structures with the same formula, charge and spin: 180.5 kcal/mol
LUMO level: 2.25 eV
HOMO level: -5.783 eV

Löwdin atomic charge list, values in e, 99 entries: C -0.1622; O -0.4504; H 0.0785; H 0.0621; H -0.0194; N 0.0109; C -0.1558; C -0.1025; C -0.0630; C -0.1239; H 0.0994; H 0.1606; H -0.0012; H 0.0388; H 0.1134; N -0.0162; C -0.1304; C -0.1226; C -0.1336; C -0.1746; H 0.0411; H 0.1466; H 0.0693; H 0.1290; H 0.1167; N -0.0100; C -0.1546; C -0.0605; C -0.0428; C -0.2050; H 0.1960; H 0.1010; H 0.0839; H 0.0540; H 0.1462; N -0.0142; C -0.2126; C -0.1340; C -0.0681; C -0.1467; H 0.1361; H 0.1279; H 0.0009; H 0.1690; H 0.1079; N -0.0086; C -0.1782; C -0.1240; C -0.0944; C -0.1413; H 0.1075; H 0.1089; H 0.1140; H 0.0391; H 0.1348; N -0.0286; C -0.1868; C -0.0174; C -0.0629; C -0.1738; H 0.0856; H 0.1011; H 0.0240; H 0.1119; H 0.0834; N 0.0110; C -0.1624; C -0.0142; C -0.0335; C -0.2317; H 0.0670; H 0.1348; H -0.0100; H 0.0468; H 0.1116; N 0.0000; C -0.1540; C -0.0537; C -0.0777; C -0.1891; H 0.0402; H 0.1354; H 0.0656; H 0.0664; H 0.1032; N -0.0413; C -0.2035; C -0.0967; C -0.0782; C -0.0572; H 0.1203; H 0.1293; H 0.0869; H 0.0392; H 0.0338; N 0.0003; C -0.1477; C -0.0479; C -0.0565

[3]
Entry from OMol25: 3 unconnected molecules or ions with the total composition C45H58O5 (ωB97M-V/def2-TZVPD).

```
! wB97M-V def2-TZVPD RIJCOSX def2/J DEFGRID3
* xyz 0 1
C 2.881 5.544 4.072
C 4.217 4.686 3.662
O 5.109 5.311 2.855
O 4.564 3.329 4.110
C 3.468 2.370 3.903
C 3.814 1.119 2.903
C 4.247 1.538 1.380
C 3.347 2.721 0.693
C 2.071 2.204 -0.196
C 0.995 3.231 -0.478
C -0.276 2.748 -1.416
O -0.918 3.547 -2.295
C -0.760 1.169 -1.252
C -2.387 0.832 -1.367
C -3.040 1.248 0.079
C -4.429 2.115 -0.008
C -4.394 3.357 -1.094
C -5.793 1.164 -0.181
C -6.864 1.615 0.979
C -8.260 0.755 1.004
C -8.421 -0.231 2.145
C -7.147 -1.027 2.844
C -9.974 -0.455 2.715
C 0.296 0.146 -0.968
C -0.091 -1.453 -0.790
O 1.031 -2.301 -0.358
C 0.369 -3.551 0.143
C -0.874 -4.302 -0.686
C -1.652 -5.651 -0.170
C -2.886 -6.256 -1.102
C -1.209 -6.374 1.235
C 0.029 -5.657 2.102
C 0.825 -4.291 1.572
C 2.081 -3.694 2.500
C 1.590 -2.452 3.452
C 2.769 -4.938 3.332
C 1.865 0.713 -0.844
O 2.850 -0.064 -1.317
H 2.538 6.116 3.082
H 1.963 4.829 4.337
H 3.051 6.376 4.878
H 2.458 2.838 3.541
H 3.242 1.892 4.973
H 2.934 0.346 2.978
H 4.762 0.570 3.378
H 5.369 1.942 1.447
H 4.315 0.540 0.757
H 2.950 3.542 1.427
H 4.071 3.290 -0.067
H 1.032 4.341 -0.101
H -2.898 1.318 -2.302
H -2.556 -0.344 -1.480
H -2.194 1.780 0.721
H -3.289 0.245 0.668
H -4.565 2.630 1.060
H -4.253 3.023 -2.207
H -5.476 3.858 -1.039
H -3.646 4.205 -0.746
H -5.479 0.053 0.061
H -6.246 1.234 -1.278
H -6.307 1.505 2.021
H -7.072 2.770 0.836
H -9.098 0.939 0.201
H -6.315 -1.325 2.042
H -6.587 -0.346 3.646
H -7.546 -1.974 3.404
H -10.081 -1.618 2.926
H -10.085 0.195 3.706
H -10.725 -0.098 1.867
H -0.384 -1.830 -1.884
H -0.998 -1.566 -0.040
H -1.251 -3.843 -1.721
H -2.910 -5.625 -2.105
H -2.740 -7.412 -1.330
H -3.879 -6.034 -0.490
H -1.737 -7.366 1.638
H 0.290 -6.202 3.122
H 2.921 -3.284 1.757
H 0.755 -2.736 4.223
H 2.547 -1.988 3.959
H 1.115 -1.629 2.736
H 3.868 -4.732 3.679
H 2.816 -5.886 2.612
H 2.065 -5.263 4.240
C 5.751 0.684 -2.108
C 5.137 1.924 -2.280
C 5.862 2.996 -2.801
C 7.199 2.825 -3.158
C 7.813 1.584 -2.990
C 7.090 0.514 -2.460
H 5.187 -0.150 -1.699
H 4.093 2.056 -2.008
H 5.385 3.964 -2.929
H 7.763 3.659 -3.569
H 8.855 1.450 -3.270
H 7.570 -0.451 -2.324
C 1.981 -1.858 -6.165
C 2.431 -1.412 -4.923
C 1.829 -0.309 -4.317
C 0.770 0.342 -4.950
C 0.318 -0.106 -6.191
C 0.925 -1.203 -6.801
H 2.452 -2.715 -6.639
H 3.251 -1.924 -4.427
H 2.184 0.042 -3.352
H 0.298 1.198 -4.476
H -0.509 0.400 -6.683
H 0.577 -1.549 -7.770
*
```

LUMO level: -1.67 eV
HOMO level: -8.284 eV

Löwdin atomic charge list, values in e, 99 entries: C -0.0315; C -0.2939; O -0.0389; O -0.0865; C -0.2105; C -0.1663; C -0.1744; C -0.1379; C -0.0675; C 0.0641; C -0.1808; O -0.0466; C -0.0588; C -0.1260; C -0.1747; C -0.3416; C -0.1094; C -0.1820; C -0.2261; C -0.0785; C -0.2629; C -0.1090; C -0.1165; C 0.0053; C -0.1610; O -0.1531; C -0.0832; C 0.0221; C -0.2007; C -0.1250; C -0.0370; C -0.0161; C -0.0416; C -0.3623; C -0.1154; C -0.1363; C -0.1259; O -0.0476; H 0.1062; H 0.0880; H 0.1008; H 0.1135; H 0.1429; H 0.1008; H 0.1308; H 0.1365; H 0.1122; H 0.1028; H 0.1289; H 0.1303; H 0.1131; H 0.1173; H 0.1229; H 0.1150; H 0.1308; H 0.0765; H 0.0849; H 0.0906; H 0.0997; H 0.1256; H 0.1088; H 0.1170; H 0.1035; H 0.0827; H 0.0823; H 0.0743; H 0.0735; H 0.0903; H 0.0813; H 0.1424; H 0.1440; H 0.0950; H 0.0774; H 0.0891; H 0.0871; H 0.0953; H 0.0838; H 0.1450; H 0.0881; H 0.0799; H 0.0797; H 0.0815; H 0.0899; H 0.0842; C -0.0907; C -0.0998; C -0.0897; C -0.0977; C -0.0992; C -0.0912; H 0.0839; H 0.0739; H 0.1010; H 0.0989; H 0.0986; H 0.0992; C -0.0991; C -0.0829; C -0.0845

[4]
Entry from OMol25: a molecular structure, C45H60BClN8PS2Ti (ωB97M-V/def2-TZVPD).

```
! wB97M-V def2-TZVPD RIJCOSX def2/J DEFGRID3
* xyz 1 1
Ti 0.085 -0.454 0.308
C -3.400 -3.142 3.303
C -2.386 -3.180 2.240
C -2.053 -4.134 1.300
C -1.231 -3.562 0.372
N -0.935 -2.272 0.799
N -1.685 -2.076 1.911
B -1.666 -0.714 2.646
N -2.244 0.404 1.811
N -1.817 0.551 0.482
C -2.666 1.418 -0.043
C -3.496 2.035 0.920
C -3.270 1.297 2.062
C -3.958 1.363 3.438
C -2.748 1.537 -1.590
C -2.137 2.842 -2.086
C -2.139 0.335 -2.159
C -4.232 1.542 -2.089
N -0.147 -0.534 3.112
N 0.869 -0.792 2.218
C 1.942 -1.238 2.938
C 1.618 -1.074 4.289
C 0.299 -0.588 4.335
C -0.643 -0.517 5.546
C 3.262 -1.786 2.421
C 4.003 -0.935 1.425
C 2.981 -3.152 1.737
C 4.189 -2.065 3.579
C -0.878 -4.148 -0.956
C -1.461 -5.565 -1.072
C 0.693 -4.209 -0.914
C -1.355 -3.406 -2.171
H -3.760 -2.136 3.400
H -3.034 -3.464 4.289
H -4.271 -3.770 3.157
H -2.535 -5.099 1.305
H -2.373 -0.785 3.619
H -4.282 2.777 0.901
H -4.842 1.968 3.434
H -3.253 1.780 4.167
H -4.269 0.360 3.744
H -1.071 2.964 -1.834
H -2.792 3.702 -1.752
H -2.315 2.867 -3.132
H -1.151 0.202 -1.798
H -2.284 0.402 -3.266
H -2.752 -0.556 -1.915
H -4.859 2.367 -1.736
H -4.619 0.545 -1.826
H -4.184 1.540 -3.210
H 2.259 -1.411 5.051
H -0.167 0.073 6.315
H -0.795 -1.549 6.009
H -1.679 -0.216 5.334
H 3.312 -0.721 0.593
H 4.876 -1.451 1.039
H 4.278 0.009 1.804
H 2.190 -2.925 0.949
H 2.662 -3.925 2.408
H 3.851 -3.466 1.236
H 4.259 -1.156 4.260
H 5.167 -2.200 3.176
H 3.848 -2.919 4.169
H -1.149 -6.219 -0.255
H -0.995 -6.055 -1.882
H -2.535 -5.526 -1.165
H 0.948 -4.839 0.023
H 1.194 -3.274 -0.887
H 1.098 -4.732 -1.784
H -2.438 -3.335 -2.229
H -1.016 -3.937 -3.082
H -1.019 -2.346 -2.268
Cl 4.602 1.527 -0.741
C 4.286 2.254 0.812
C 5.371 2.637 1.540
C 5.240 3.002 2.872
C 3.970 2.895 3.435
C 2.844 2.579 2.636
C 2.982 2.348 1.275
P 1.415 1.984 0.308
C 0.184 3.167 1.033
C -0.119 4.347 0.462
C -0.988 5.198 1.132
C -1.506 4.846 2.384
C -1.132 3.653 2.983
C -0.240 2.821 2.320
C 1.722 2.877 -1.280
C 2.317 4.170 -1.337
C 2.588 4.764 -2.516
C 2.122 4.230 -3.693
C 1.615 2.945 -3.675
C 1.335 2.295 -2.477
H 6.346 2.725 0.965
H 6.052 3.220 3.546
H 3.795 2.946 4.479
H 1.909 2.548 3.185
H 0.383 4.749 -0.378
H -1.136 6.204 0.745
H -2.206 5.474 2.947
H -1.551 3.358 3.896
H -0.032 1.837 2.724
H 2.577 4.679 -0.431
H 3.208 5.610 -2.425
H 2.042 4.814 -4.610
H 1.384 2.349 -4.583
H 0.900 1.328 -2.520
S 1.141 -0.838 -1.329
S 0.587 -0.352 -5.261
C -0.078 -1.215 -6.499
N -0.997 -0.769 -7.395
C -1.115 -1.693 -8.547
C -0.565 -3.023 -7.867
N 0.175 -2.476 -6.773
H -1.090 0.247 -7.428
H -0.455 -1.507 -9.400
H -2.125 -1.818 -8.928
H 0.021 -3.656 -8.511
H -1.389 -3.609 -7.480
H 0.713 -2.991 -6.067
*
```

energy above the lowest of the compared OMol25 structures with the same formula, charge and spin: 22.4 kcal/mol
LUMO level: -2.89 eV
HOMO level: -10.044 eV

Löwdin atomic charge list, values in e, 99 entries: Ti 0.4673; C -0.0030; C -0.2205; C 0.0366; C -0.1902; N 0.0307; N 0.0263; B -0.5102; N 0.0428; N 0.0239; C -0.1932; C 0.0592; C -0.2124; C 0.0129; C -0.5478; C -0.0222; C -0.0944; C -0.0334; N 0.0108; N -0.0054; C -0.1633; C 0.0557; C -0.2374; C 0.0052; C -0.5333; C -0.0601; C -0.0150; C -0.0576; C -0.5302; C -0.0513; C -0.0531; C -0.0536; H 0.0543; H 0.1030; H 0.0916; H 0.1243; H 0.0989; H 0.1289; H 0.0766; H 0.0759; H 0.0755; H 0.0682; H 0.1118; H 0.0720; H -0.0203; H 0.1169; H 0.1020; H 0.0857; H 0.0892; H 0.1015; H 0.0958; H 0.0751; H 0.1148; H 0.0577; H 0.0335; H 0.1037; H 0.0518; H 0.0702; H 0.0867; H 0.0745; H 0.1116; H 0.0804; H 0.0939; H 0.0916; H 0.0720; H 0.0923; H 0.1211; H -0.0419; H 0.0880; H 0.0872; H 0.1002; H 0.0438; Cl 0.7533; C -0.6764; C -0.1194; C -0.0538; C -0.0550; C -0.0744; C -0.3484; P 1.0937; C -0.3519; C -0.0976; C -0.0417; C -0.0595; C -0.0718; C -0.1221; C -0.3861; C -0.1249; C -0.0838; C -0.0545; C -0.0628; C -0.1495; H 0.1354; H 0.1102; H 0.0946; H 0.0891; H 0.0851; H 0.1132; H 0.1145

These records have total energy values of -8059.5563 -2426.5830 -2124.7378 -4660.9731 Ha, in the order they appear.